Entry 1:
This record from the Open Molecules 2025 dataset describes a structure of composition C54H51NOSSb2SiZn at a distorted geometry. The level of theory is wB97M-V/def2-TZVPD.

The highest occupied orbital energy comes out at -6.7 eV. Its gap between HOMO and LUMO is 6.76 eV. Its charge is 0. As for the multiplicity: 1.

Each line ends with the Löwdin charge.
CARTESIAN COORDINATES (ANGSTROEM)
Zn 12.77634 14.10433 16.04944  0.757
S 14.07742 17.89762 18.76981  1.111
C 12.88636 18.84426 17.96112  -0.487
C 12.75343 20.23132 17.93931  -0.096
C 11.64253 20.77893 17.30460  -0.085
C 10.67142 19.94529 16.72642  -0.076
C 10.79502 18.56866 16.72531  -0.010
C 11.93941 18.01141 17.32408  -0.306
N 12.17712 16.64759 17.46806  0.098
C 13.24004 16.45657 18.24610  -0.524
C 13.52453 15.13533 18.77426  -0.286
C 14.16662 15.07345 20.01887  -0.062
C 14.26394 13.86457 20.68754  -0.094
C 13.71693 12.72205 20.11142  -0.103
C 13.12171 12.79414 18.84331  -0.141
C 13.03642 13.98609 18.10966  -0.174
H 13.51209 20.85724 18.39320  0.105
H 11.51515 21.85476 17.28202  0.103
H 9.80219 20.40688 16.26320  0.110
H 10.06585 17.93401 16.25230  0.093
H 14.56518 15.98914 20.44365  0.077
H 14.75444 13.82467 21.65112  0.104
H 13.74944 11.75670 20.60931  0.107
H 12.72015 11.89019 18.40073  0.071
C 14.52479 15.12890 12.90203  -0.345
C 15.32807 14.37867 13.93698  -0.438
C 15.67030 12.95277 13.50293  -0.348
Sb 14.19650 11.96934 12.20620  1.499
C 12.89372 10.95058 13.58985  -0.425
C 11.86074 10.21301 13.02715  -0.136
C 11.00344 9.46203 13.84271  -0.080
C 11.18762 9.45996 15.22399  -0.091
C 12.22394 10.20717 15.79029  -0.083
C 13.08546 10.95053 14.96770  -0.168
C 15.52275 10.25285 12.10228  -0.391
C 16.19955 10.01528 10.92146  -0.153
C 17.09198 8.93792 10.81458  -0.086
C 17.29127 8.09866 11.91735  -0.099
C 16.61762 8.34475 13.10403  -0.088
C 15.72933 9.42573 13.19851  -0.118
Sb 12.26048 14.52251 13.22510  1.239
C 10.38137 13.28393 13.24332  -0.361
C 10.08285 12.62320 14.42178  -0.188
C 8.87404 11.94665 14.58361  -0.084
C 7.94586 11.95503 13.54039  -0.090
C 8.22243 12.65823 12.37533  -0.082
C 9.44505 13.33173 12.22066  -0.127
C 12.19212 14.74182 11.02102  -0.421
C 11.92126 13.72143 10.11518  -0.187
C 11.99692 13.97173 8.73862  -0.089
C 12.33370 15.23724 8.26880  -0.100
C 12.59472 16.26066 9.17707  -0.079
C 12.52884 15.99525 10.55801  -0.178
H 14.75146 14.85235 11.86411  0.038
H 14.52051 16.22122 12.97740  0.034
H 14.77778 14.31448 14.89624  -0.005
H 16.25037 14.93120 14.17006  0.109
H 15.83104 12.28992 14.36238  0.033
H 16.56431 12.93836 12.86579  0.063
H 11.70352 10.21229 11.95101  0.098
H 10.19352 8.89840 13.38376  0.108
H 10.53145 8.88059 15.86622  0.104
H 12.37261 10.22545 16.86341  0.087
H 13.91402 11.50452 15.39728  0.059
H 16.03574 10.65725 10.06197  0.084
H 17.60691 8.78643 9.86884  0.099
H 17.97778 7.26234 11.85090  0.098
H 16.76076 7.71507 13.97205  0.098
H 15.20340 9.59392 14.13126  0.083
H 10.79319 12.58311 15.24106  0.049
H 8.68513 11.41879 15.51324  0.107
H 7.00577 11.42395 13.65306  0.099
H 7.48818 12.70508 11.57545  0.101
H 9.62420 13.88834 11.30785  0.092
H 11.63996 12.72531 10.45170  0.070
H 11.78097 13.15783 8.05445  0.098
H 12.40062 15.43357 7.20464  0.097
H 12.85814 17.25664 8.84266  0.098
H 12.74725 16.81518 11.24662  0.083
C 16.69526 11.84574 18.63422  -0.070
C 15.89552 11.62880 17.36526  -0.286
O 15.39574 12.86972 16.82186  -0.148
H 17.07045 10.88617 18.99896  0.081
H 16.11132 12.29930 19.43659  0.051
H 17.56814 12.48300 18.46755  0.081
H 15.01609 10.99150 17.53877  0.105
H 16.48281 11.10388 16.59270  0.112
H 16.10236 13.52307 16.86594  0.094
C 7.25298 14.98006 16.05965  -0.081
C 6.99266 15.48190 14.78839  -0.079
C 8.03717 16.00031 14.01331  -0.110
C 9.33908 16.03337 14.50611  -0.345
C 9.58493 15.51742 15.78485  -0.160
C 8.55672 15.00148 16.55749  -0.075
Si 10.75788 16.57500 13.38002  0.639
C 11.80714 18.05591 13.86647  -0.346
C 11.41324 19.33351 13.44104  -0.114
C 12.24037 20.43917 13.65110  -0.087
C 13.47609 20.28499 14.27708  -0.078
C 13.86150 19.02436 14.73787  -0.071
C 13.03590 17.91450 14.53088  -0.140
H 6.45178 14.57800 16.66826  0.100
H 5.98990 15.49412 14.37794  0.100
H 7.81382 16.37294 13.01815  0.095
H 10.57780 15.56257 16.21834  0.036
H 8.78312 14.62464 17.54753  0.108
H 10.11067 16.93374 12.06455  0.023
H 10.45557 19.48828 12.95403  0.100
H 11.88822 21.41075 13.31413  0.103
H 14.12788 21.14354 14.40913  0.105
H 14.80147 18.89183 15.25709  0.107
H 13.34916 16.95306 14.93633  0.070



Entry 2:
This record from the Open Molecules 2025 dataset describes a structure of composition C54H52Cl3Ge2NO2PtS4 at a distorted geometry. The level of theory is wB97M-V/def2-TZVPD.

The highest occupied orbital energy (spin up / spin down) comes out at -8.0 / -8.1 eV. Its gap between HOMO and LUMO (spin up / spin down) is 7.53 / 5.09 eV. Its charge is 0. As for the multiplicity: 3.

Each line ends with the Löwdin spin population.
CARTESIAN COORDINATES (ANGSTROEM)
Pt -1.03321 1.31074 -2.61882  0.304
C -1.08884 6.16384 -0.73982  0.000
C -1.55194 5.02313 0.13265  0.000
C -0.76591 4.53816 1.17269  0.001
C -1.18778 3.48172 1.97232  0.000
C -0.40084 3.09269 3.20912  0.000
C -2.39420 2.83708 1.66983  0.005
C -3.23374 3.33941 0.65876  0.009
C -4.60060 2.75305 0.33654  0.008
C -2.79811 4.44097 -0.07281  0.000
C -2.83907 1.69861 2.52882  0.001
C -3.72986 1.98589 3.56154  0.000
C -4.22913 0.98102 4.37372  0.000
C -3.83731 -0.32980 4.16221  0.000
C -2.91965 -0.65740 3.16347  0.000
C -2.40273 0.37185 2.34342  0.000
Ge -1.13099 0.01402 0.87436  0.020
S -2.30872 0.29562 -1.02337  0.621
S -0.22656 -1.97574 0.35693  0.089
Ge 1.37814 -0.60102 -0.48480  0.006
S 0.87138 0.08291 -2.51565  0.042
S 0.83586 1.07447 0.92074  0.003
C 3.14617 -1.44774 -0.47612  0.002
C 3.76385 -1.73140 0.75443  0.000
C 4.98693 -2.40076 0.76499  0.000
C 5.60103 -2.79019 -0.41276  0.000
C 5.00377 -2.49075 -1.62589  0.000
C 3.78293 -1.81685 -1.68643  0.000
C 3.26281 -1.53429 -3.07345  0.003
C 3.58101 -0.33474 -3.72164  0.003
C 4.34372 0.77972 -3.03724  0.000
C 3.13925 -0.13868 -5.03124  0.001
C 2.40169 -1.09675 -5.70750  0.000
C 1.88826 -0.84826 -7.10988  0.000
C 2.12119 -2.29576 -5.05420  0.000
C 2.53066 -2.52928 -3.75077  0.001
C 2.16728 -3.82375 -3.05872  0.000
C 3.25273 -1.28527 2.08910  0.000
C 2.77016 -2.22525 3.00292  0.001
C 2.54263 -3.67793 2.63478  0.001
C 2.50173 -1.81235 4.30808  0.000
C 2.67843 -0.49940 4.71585  0.000
C 2.39758 -0.07124 6.13800  0.000
C 3.13908 0.42552 3.77998  0.000
C 3.44760 0.05368 2.48034  0.000
C 4.02427 1.07585 1.52137  0.000
C -2.57599 -2.10958 3.02586  0.000
C -3.12179 -2.90015 2.00885  0.000
C -4.02501 -2.34976 0.92147  0.003
C -2.81952 -4.26500 1.98495  0.000
C -2.02190 -4.85772 2.94894  0.000
C -1.72998 -6.33997 2.92688  0.000
C -1.50499 -4.05137 3.96490  0.001
C -1.77029 -2.69350 4.02169  0.000
C -1.19352 -1.84335 5.13371  0.000
H -0.20331 6.64849 -0.32616  0.000
H -1.87397 6.91597 -0.85148  0.000
H -0.83531 5.80257 -1.74353  0.000
H 0.18775 5.01738 1.39331  0.000
H 0.46186 3.74651 3.33783  0.000
H -0.03680 2.06747 3.16978  0.000
H -1.02917 3.17024 4.10082  0.000
H -4.93760 2.03031 1.07831  0.000
H -4.58537 2.24692 -0.63341  0.005
H -5.34514 3.55017 0.27570  0.000
H -3.45497 4.85067 -0.83922  0.000
H -4.04177 3.01648 3.70771  0.000
H -4.92773 1.22098 5.16912  0.000
H -4.24786 -1.13032 4.77554  0.000
H 5.45245 -2.60674 1.72495  0.000
H 6.55128 -3.31593 -0.38481  0.000
H 5.48189 -2.77042 -2.56097  0.000
H 4.82963 0.45173 -2.11971  0.000
H 3.66281 1.60101 -2.78225  0.000
H 5.10863 1.18432 -3.70369  0.000
H 3.36217 0.80804 -5.52329  0.000
H 2.25621 0.10192 -7.50412  0.000
H 0.79320 -0.81126 -7.11700  0.000
H 2.19780 -1.64753 -7.78864  0.000
H 1.53804 -3.05884 -5.57026  0.000
H 1.61950 -4.48153 -3.73465  0.000
H 1.53409 -3.64001 -2.18491  0.000
H 3.05656 -4.35236 -2.70492  0.000
H 2.86948 -3.90682 1.62179  0.000
H 1.47761 -3.91212 2.70222  0.001
H 3.07712 -4.34040 3.32441  0.000
H 2.15949 -2.55573 5.02786  0.000
H 2.21205 -0.93220 6.78384  0.000
H 1.51915 0.58147 6.18603  0.000
H 3.24176 0.48682 6.54978  0.000
H 3.29043 1.46190 4.08493  0.000
H 4.18894 2.02875 2.02789  0.000
H 3.35749 1.26051 0.67610  0.000
H 4.97701 0.73477 1.10756  0.000
H -4.39347 -1.34846 1.14420  0.000
H -4.88648 -3.00485 0.77483  0.000
H -3.48932 -2.30875 -0.03249  0.003
H -3.22948 -4.87712 1.18192  0.000
H -2.11784 -6.80752 2.01892  0.000
H -2.19012 -6.83631 3.78640  0.000
H -0.65276 -6.52991 2.97690  0.000
H -0.87882 -4.50317 4.73489  0.000
H -0.62040 -2.45341 5.82971  0.000
H -1.97516 -1.33019 5.69716  0.000
H -0.52912 -1.07542 4.72670  0.000
Cl -5.67854 5.23728 -7.14799  0.000
C -4.31833 4.28154 -6.63728  0.000
C -4.32171 3.71399 -5.38115  0.001
C -3.23293 2.95503 -4.99410  0.002
Cl -3.30029 2.24592 -3.38944  0.012
C -2.11629 2.73554 -5.81349  0.004
O -1.08801 1.98527 -5.46274  0.044
C -2.16284 3.34712 -7.07781  0.000
Cl -0.82552 3.12445 -8.14817  0.000
C -3.24471 4.10142 -7.49223  0.000
H -5.16369 3.86127 -4.71140  0.000
H -3.24294 4.56104 -8.47536  0.000
O 0.85747 2.79516 -4.24694  0.405
N -0.26202 2.61194 -3.97664  0.394



| no. | E_tot (eV) |
| --- | --- |
| 1 | -140565.822 |
| 2 | -259617.377 |